Entry 1:
54
Properties=species:S:1:pos:R:3 method="wB97M-V/def2-TZVPD" e_above_lowest_kj_mol=513.87 orbital_gap_ev="3.28 / 4.38" s2=0.85 fmax_ha_per_bohr=0.060 homo_ev="-13.2881 / -13.4306" total_charge=+2 spin_multiplicity=2
Ru -0.2605 0.7264 0.1520
N -0.0494 2.4345 -1.5055
C 0.2421 3.6501 -0.7340
C -1.0123 4.2630 -0.1150
C -1.8272 3.2840 0.7399
C -2.9076 2.5059 -0.0365
N -2.6357 1.0605 -0.0035
H 0.7828 2.1422 -2.0245
H -0.7970 2.6090 -2.1780
H 0.7234 4.4092 -1.3652
H 0.9493 3.3842 0.0680
H -1.6462 4.6935 -0.8910
H -0.6809 5.0895 0.5129
H -2.3007 3.8304 1.5544
H -1.1215 2.5516 1.2168
H -2.9178 2.8257 -1.0806
H -3.8949 2.7230 0.3850
H -3.1142 0.5793 -0.7653
H -2.9616 0.6567 0.8795
C 0.8837 -3.2564 -0.7496
C -0.0446 -2.2514 -0.3755
N -0.8371 -1.4470 -0.1148
H 1.3804 -3.6834 0.1246
H 1.6383 -2.8130 -1.4056
H 0.3674 -4.0549 -1.2868
C -3.4965 -4.1428 1.0115
As -3.7862 -2.3371 0.3217
C -5.6272 -1.9236 0.8833
C -4.0635 -2.6649 -1.5923
H -4.3792 -4.7366 0.7686
H -3.3640 -4.1310 2.0915
H -2.6199 -4.5939 0.5502
H -6.2576 -2.7715 0.6131
H -5.9911 -1.0330 0.3733
H -5.6888 -1.7656 1.9574
H -4.8693 -3.3963 -1.6693
H -3.1686 -3.0637 -2.0637
H -4.3650 -1.7549 -2.1077
O 1.8586 0.1826 -0.6455
C 2.3457 0.4186 0.4929
O 1.5774 0.7808 1.4292
C 3.8054 0.3107 0.7154
C 4.3618 0.6234 1.9571
C 5.7320 0.5526 2.1357
C 6.5549 0.1692 1.0866
C 5.9861 -0.1359 -0.1435
C 4.6195 -0.0749 -0.3485
N 6.8553 -0.5403 -1.2571
O 8.0221 -0.2858 -1.1438
O 6.3032 -1.0828 -2.1794
H 3.7112 0.9202 2.7661
H 6.1637 0.7962 3.0929
H 7.6250 0.1007 1.2113
H 4.1986 -0.3313 -1.3106


Entry 2:
54
Properties=species:S:1:pos:R:3 method="wB97M-V/def2-TZVPD" orbital_gap_ev=6.69 fmax_ha_per_bohr=0.098 homo_ev=-4.0769 total_charge=-1 spin_multiplicity=1
B 2.2858 -1.2913 0.9978
O 3.7319 -1.0816 0.5340
C 3.6730 -0.9224 -0.8491
C 4.1570 0.5075 -1.1579
C 5.0875 0.4874 -2.3700
C 6.5075 0.1754 -2.0875
O 6.0701 1.5034 -2.4305
C 2.1586 -1.2516 -1.2239
C 1.8817 -0.5899 -2.5458
C 2.3465 -1.2364 -3.6910
C 2.1706 -0.6549 -4.9331
C 1.5221 0.5749 -4.9529
C 1.0719 1.1043 -3.7625
N 1.2201 0.5715 -2.5464
O 1.4900 -0.7398 -0.1300
H 2.1572 -0.7270 2.0730
H 2.1789 -2.5241 1.1538
H 4.2890 -1.6646 -1.3910
H 3.3517 1.1950 -1.4180
H 4.7861 0.8595 -0.3452
H 4.6772 0.1069 -3.3021
H 6.7498 0.0446 -1.0413
H 7.0491 -0.3046 -2.8931
H 2.1007 -2.3494 -1.2660
H 2.8466 -2.1917 -3.5967
H 2.5570 -1.1414 -5.8187
H 1.3660 1.1125 -5.8784
H 0.5434 2.0539 -3.7984
O -2.1212 -0.3017 3.2164
P -3.0722 0.1625 2.1979
O -2.3489 0.7702 0.9284
C -1.5258 -0.0814 0.0845
C -2.3801 -0.9319 -0.8358
O -3.6935 1.5425 2.8206
C -3.5071 1.8764 4.1899
C -2.3871 2.8831 4.3523
O -4.4644 -0.2863 1.5250
C -5.3219 -1.1994 2.2359
C -6.0603 -0.5228 3.3753
H -0.8717 -0.7035 0.6933
H -0.8919 0.5765 -0.5031
H -2.9572 -1.6710 -0.2743
H -1.7454 -1.4625 -1.5460
H -3.0938 -0.3137 -1.3835
H -3.3159 0.9851 4.7891
H -4.4497 2.3082 4.5403
H -1.4681 2.5169 3.8954
H -2.1998 3.0882 5.4082
H -2.6466 3.8198 3.8560
H -4.7383 -2.0473 2.6024
H -6.0315 -1.5814 1.5030
H -5.3833 -0.2801 4.1956
H -6.8375 -1.1814 3.7661
H -6.5137 0.4088 3.0380


Entry 3:
59
Properties=species:S:1:pos:R:3 method="wB97M-V/def2-TZVPD" orbital_gap_ev=3.97 fmax_ha_per_bohr=0.244 homo_ev=-10.2828 total_charge=+1 spin_multiplicity=1
C 6.1308 -0.1868 0.6185
C 4.9403 0.5286 -0.3116
Br 5.0078 0.3857 -2.3017
C 3.8567 1.2844 0.3649
Br 3.9922 1.3742 2.3988
C 2.6052 2.0735 -0.3389
F 3.0073 2.8917 -1.5457
C 2.1619 3.2477 0.7711
N 1.8449 4.1590 1.6456
C 1.3405 1.1017 -0.7748
C 1.2392 1.2623 -2.4397
N 1.1302 1.5563 -3.7190
C 1.6597 -0.5216 -0.5606
C 0.4041 -1.4754 -1.1199
C 0.5868 -3.0448 -0.6798
S 0.5891 -3.2814 1.2086
C -0.1188 1.5712 -0.2131
C -0.4934 1.1558 1.3133
N 0.6492 0.7882 2.2213
N -1.1577 2.3964 1.9473
N -1.5362 0.0438 1.4450
H 6.7638 0.6859 1.1291
H 6.8195 -0.8957 -0.0125
H 5.6693 -0.8651 1.4836
H 1.9189 -0.8020 0.5451
H 2.5961 -0.8733 -1.2111
H 0.4458 -1.4523 -2.3117
H -0.6448 -1.1152 -0.7497
H 1.5480 -3.5514 -1.1356
H -0.3406 -3.6682 -1.0933
H 1.7770 -2.7171 1.7480
H -0.3211 2.7361 -0.3746
H -0.9267 1.0411 -0.9157
H 0.4352 -0.0015 2.8679
H 1.0209 1.5935 2.7718
H -1.5084 2.0170 2.8765
H -1.9798 2.6947 1.3764
H -1.0483 -0.8922 1.5346
H -2.1423 0.0245 0.5944
C -5.2300 -1.3754 -0.9135
C -4.0273 -1.5909 -1.7769
O -3.0473 -0.8773 -1.8379
N -3.9286 -2.7241 -2.6166
C -4.3204 -2.4319 -4.0150
H -5.0484 -0.5365 -0.2364
H -6.0960 -1.1507 -1.5398
H -5.4217 -2.2720 -0.3178
H -4.4788 -3.4960 -2.2371
H -2.9217 -2.9221 -2.6242
H -5.3579 -2.0877 -4.0237
H -4.2268 -3.3628 -4.5792
H -3.6456 -1.6741 -4.4223
C 2.6027 4.2993 5.3346
Cl 2.2247 2.7711 4.5302
Cl 4.3454 4.5959 5.3498
H 2.1077 5.1141 4.8008
H 2.2397 4.2586 6.3644
F -6.8960 -3.4343 0.4391
Li -6.7960 -2.3722 -4.7316


Entry 4:
65
Properties=species:S:1:pos:R:3 method="wB97M-V/def2-TZVPD" e_above_lowest_kj_mol=0.00 orbital_gap_ev=10.65 fmax_ha_per_bohr=0.088 homo_ev=-10.3287 total_charge=0 spin_multiplicity=1 smiles="O=S1(=O)OCCO1.O=S1(=O)OCCO1.O=S1(=O)OCCO1.BrCCBr.CC#N.CC#N.CC#N.CC#N"
O 2.0967 5.0354 -3.7221
S 0.8630 4.5032 -3.4132
O -0.2095 4.5806 -4.2937
O 1.0244 2.9580 -2.8612
C 0.5788 2.7998 -1.4718
C 0.6466 4.2464 -0.9380
O 0.3497 5.1257 -2.0558
H -0.3917 2.3166 -1.3347
H 1.3476 2.1697 -1.0516
H 1.6798 4.3906 -0.6719
H -0.1275 4.3730 -0.1017
O 0.8490 2.3830 1.5146
S 1.1620 1.6580 2.7069
O 2.0174 2.2468 3.6302
O -0.1437 1.1957 3.4675
C -0.1748 -0.2230 3.7549
C 1.1073 -0.7554 3.1294
O 1.6199 0.2394 2.2452
H -0.1554 -0.3644 4.8519
H -1.1432 -0.5937 3.2514
H 0.9736 -1.6588 2.5613
H 1.8256 -0.8630 4.0137
O -0.0345 -4.0479 4.2397
S 0.6510 -5.2859 4.2799
O 1.0408 -5.8308 5.5101
O -0.2052 -6.3575 3.4159
C 0.5305 -6.8267 2.2429
C 1.4782 -5.6942 1.9970
O 1.9341 -5.3594 3.3897
H 1.0241 -7.7144 2.6610
H -0.1546 -7.0642 1.4888
H 0.9140 -4.7739 1.5736
H 2.3396 -6.1129 1.3537
Br -1.9276 0.1522 0.6126
C -2.7222 -1.5576 0.4380
C -2.1645 -2.5388 1.4991
Br -2.3257 -4.3219 0.6951
H -2.5335 -1.8573 -0.6189
H -3.8182 -1.3583 0.6007
H -2.6671 -2.4765 2.4831
H -1.0773 -2.3434 1.5558
C -2.3162 2.0339 -4.1661
C -2.2877 0.7857 -3.3871
N -2.2214 -0.1559 -2.7635
H -1.7643 2.8817 -3.7806
H -3.3178 2.3747 -4.4179
H -1.8170 1.7800 -5.1670
C 2.9318 1.7811 -5.4755
C 2.1105 0.7900 -4.8590
N 1.3687 0.0054 -4.4927
H 4.0182 1.6472 -5.3959
H 2.7028 2.8115 -5.0563
H 2.6530 1.7488 -6.5195
C 1.2232 -0.6505 -1.1498
C 1.0144 -1.6955 -0.1461
N 0.9609 -2.6783 0.4731
H 1.6669 0.2211 -0.6358
H 0.2983 -0.3214 -1.6326
H 1.8674 -0.9803 -1.9977
C -2.3761 3.7829 1.8162
C -2.7139 4.1012 0.4208
N -3.0603 4.3724 -0.6406
H -2.8872 2.8498 2.0469
H -2.8148 4.5557 2.4353
H -1.3171 3.5645 1.8619


Entry 5:
62
Properties=species:S:1:pos:R:3 method="wB97M-V/def2-TZVPD" orbital_gap_ev=9.00 fmax_ha_per_bohr=0.016 homo_ev=-8.6539 total_charge=0 spin_multiplicity=1 smiles="C[C@@H]1COC(=O)O1.C[C@@H]1COC(=O)O1.C[C@@H]1COC(=O)O1.C[C@@H]1COC(=O)O1.OP(O)(=S)[SiH2]Br"
C -4.2353 2.1083 2.8144
C -4.8284 2.2292 1.4361
C -5.5361 0.9850 0.9491
O -5.3591 1.0733 -0.4726
C -4.2300 1.7883 -0.7029
O -3.6939 1.8720 -1.7614
O -3.7998 2.3803 0.4362
H -3.7672 3.0478 3.1127
H -5.0038 1.8553 3.5376
H -3.4646 1.3434 2.8267
H -5.4833 3.1029 1.3715
H -6.5938 0.9644 1.1980
H -5.0619 0.0692 1.3074
C -2.8160 -5.0088 -3.2247
C -2.2154 -3.6308 -3.1186
C -1.7868 -3.0163 -4.4342
O -0.7014 -2.1709 -4.0344
C -0.1654 -2.6934 -2.9069
O 0.8646 -2.3401 -2.4258
O -0.9635 -3.6632 -2.4049
H -3.1269 -5.3687 -2.2447
H -3.6859 -4.9965 -3.8815
H -2.0825 -5.7156 -3.6141
H -2.8887 -2.9603 -2.5781
H -2.5666 -2.4290 -4.9119
H -1.4076 -3.7597 -5.1394
C -2.9251 -1.1731 8.5212
C -2.6851 -0.7992 7.0812
C -2.6204 0.6884 6.8088
O -3.0956 0.7708 5.4587
C -3.9044 -0.2935 5.2401
O -4.6123 -0.4264 4.2928
O -3.7974 -1.1853 6.2513
H -2.9276 -2.2556 8.6415
H -2.1463 -0.7552 9.1592
H -3.8965 -0.8057 8.8539
H -1.7942 -1.3039 6.6984
H -1.6170 1.0993 6.8809
H -3.2943 1.2606 7.4506
C 6.9045 0.4847 -3.2313
C 8.0933 1.4110 -3.2053
C 7.7852 2.8527 -3.5490
O 9.0165 3.3015 -4.1251
C 9.6473 2.2176 -4.6462
O 10.5938 2.2663 -5.3613
O 9.0418 1.0768 -4.2360
H 7.1971 -0.5244 -2.9434
H 6.1312 0.8240 -2.5450
H 6.4829 0.4229 -4.2347
H 8.6104 1.3433 -2.2439
H 7.5318 3.4590 -2.6827
H 6.9951 2.9421 -4.2990
O 2.9953 0.1021 -0.0162
P 2.6394 0.5387 -1.5236
O 3.1564 2.0720 -1.6161
S 3.4949 -0.5358 -2.8781
Si 0.3925 0.6494 -1.7296
Br -0.2720 2.5811 -0.8413
H 3.9272 0.3311 0.1211
H 3.6972 2.1056 -2.4193
H 0.1599 0.6586 -3.1781
H -0.3060 -0.4674 -1.0880


Entry 6:
68
Properties=species:S:1:pos:R:3 method="wB97M-V/def2-TZVPD" orbital_gap_ev=8.91 fmax_ha_per_bohr=0.078 homo_ev=-8.9287 total_charge=0 spin_multiplicity=1 smiles="ClC(Cl)(Cl)Cl.ClC(Cl)(Cl)Cl.ClC(Cl)(Cl)Cl.ClC(Cl)(Cl)Cl.CN(C)C=O.CN(C)C=O.CN(C)C=O.CN(C)C=O"
Cl -0.4784 -2.7621 6.3819
C -1.8957 -3.5887 5.5686
Cl -3.2404 -3.4096 6.6388
Cl -2.1352 -2.7966 4.0690
Cl -1.6505 -5.3026 5.3568
Cl 1.3091 -4.3901 3.6067
C 1.4352 -3.0917 2.3570
Cl 3.0280 -3.1406 1.5524
Cl 0.1449 -3.1433 1.1614
Cl 1.3487 -1.5607 3.2564
Cl -4.9288 4.4360 2.7271
C -5.6497 2.8002 2.7748
Cl -4.5174 1.6290 3.4049
Cl -7.0948 2.8896 3.7108
Cl -6.0497 2.2957 1.1050
Cl 2.5028 -1.0675 7.1331
C 3.4965 0.2187 6.3868
Cl 2.3877 1.1003 5.3883
Cl 4.1354 1.2513 7.6011
Cl 4.8542 -0.5468 5.3339
C 2.8160 2.9904 -1.4846
N 2.8356 2.4298 -0.0996
C 3.7253 1.3055 0.1243
C 2.1467 3.0721 0.9009
O 2.2457 2.8190 2.1067
H 2.3400 2.2452 -2.1893
H 3.7772 3.2600 -1.8270
H 2.1666 3.8516 -1.4968
H 3.4245 0.3607 -0.3710
H 4.8030 1.5914 -0.1422
H 3.5973 1.0800 1.2254
H 1.4758 3.9120 0.5624
C -1.6691 0.9604 -4.3260
N -2.2518 -0.3525 -4.1035
C -2.5047 -1.1270 -5.2951
C -2.3350 -0.8517 -2.8673
O -2.6165 -2.0115 -2.5778
H -0.5861 0.8930 -4.2965
H -2.0593 1.6725 -3.5743
H -1.9329 1.2352 -5.3393
H -3.0821 -2.0081 -4.9700
H -3.0932 -0.4822 -6.0106
H -1.5602 -1.3838 -5.7932
H -2.2492 -0.1215 -2.0858
C -1.1406 1.6172 1.8091
N -0.7745 1.5761 0.4269
C -1.2795 2.6745 -0.4325
C -0.0495 0.5388 -0.1264
O 0.0959 0.4178 -1.3219
H -1.0252 2.5836 2.1325
H -0.6332 0.8824 2.4686
H -2.1685 1.3267 1.9531
H -0.9551 3.6239 -0.0815
H -0.9385 2.5964 -1.4758
H -2.3626 2.6140 -0.4971
H 0.4491 -0.1015 0.6307
C 0.4711 -3.0740 -2.2265
N 1.2375 -2.4377 -3.2794
C 2.3525 -1.6399 -2.8532
C 0.6682 -2.2053 -4.4913
O 1.1038 -1.4296 -5.3162
H -0.3968 -3.5367 -2.7200
H 0.1286 -2.2097 -1.6293
H 1.1702 -3.7437 -1.6868
H 2.1302 -0.9305 -2.0704
H 3.1713 -2.3314 -2.5275
H 2.6226 -1.1890 -3.7038
H -0.2924 -2.7831 -4.5662


Entry 7:
54
Properties=species:S:1:pos:R:3 method="wB97M-V/def2-TZVPD" e_above_lowest_kj_mol=0.00 orbital_gap_ev="8.93 / 7.06" s2=6.01 fmax_ha_per_bohr=0.015 homo_ev="-11.3167 / -12.3661" total_charge=+1 spin_multiplicity=5
Ir 0.3208 -1.1833 -0.5156
C 2.0842 3.2854 -0.6924
Si 1.9349 1.4509 -0.9454
C 3.2877 0.6559 0.0578
C 2.0579 1.0344 -2.7614
C 0.2188 0.8836 -0.2311
C 0.3290 0.8647 1.2648
C 0.1703 1.8843 2.1894
C 0.3841 1.5808 3.5270
C 0.7384 0.2909 3.9069
C 0.8529 -0.6796 2.9288
N 0.6450 -0.3729 1.6497
Si -1.3807 1.5924 -1.0100
C -1.5580 0.8594 -2.7116
C -2.8233 1.1116 0.0582
C -1.3058 3.4421 -1.1106
H 3.1462 3.5497 -0.7188
H 1.6924 3.6028 0.2766
H 1.5824 3.8531 -1.4741
H 4.2389 0.7686 -0.4710
H 3.1386 -0.4049 0.2606
H 3.3873 1.1610 1.0228
H 3.0999 0.8429 -3.0324
H 1.7117 1.8714 -3.3732
H 1.4757 0.1561 -3.0469
H -0.1074 2.8813 1.8731
H 0.2779 2.3542 4.2770
H 0.9215 0.0407 4.9421
H 1.1204 -1.7051 3.1502
H -1.4277 -0.2291 -2.7001
H -0.8396 1.2762 -3.4201
H -2.5622 1.0553 -3.0980
H -3.1608 0.1053 -0.1914
H -3.6538 1.8037 -0.1020
H -2.5717 1.1346 1.1225
H -0.5020 3.8054 -1.7481
H -1.2087 3.9128 -0.1291
H -2.2521 3.7808 -1.5447
C -3.6727 -2.7857 0.9151
C -2.1859 -2.6425 0.8242
N -1.4198 -3.3358 1.6482
O -1.7143 -1.8821 -0.0574
H -3.9914 -3.1573 1.8871
H -3.9936 -3.4905 0.1460
H -4.1424 -1.8267 0.7117
H -1.8411 -3.9947 2.2812
H -0.4131 -3.3745 1.4872
Cl -0.0063 -3.2832 -2.3682
C 1.5811 -3.7061 -1.6352
Cl 2.6455 -2.2819 -1.7998
C 1.3115 -3.9830 -0.1520
O 1.3910 -5.1088 0.2537
O 0.9784 -2.9148 0.5376
H 2.0101 -4.5497 -2.1590


Entry 8:
54
Properties=species:S:1:pos:R:3 method="wB97M-V/def2-TZVPD" orbital_gap_ev="7.75 / 6.50" s2=3.79 fmax_ha_per_bohr=0.172 homo_ev="-19.3755 / -19.4398" total_charge=+3 spin_multiplicity=4
C -2.0963 -2.7186 -1.5480
C -1.7545 -1.5011 -0.7792
H -2.9479 -2.6210 -2.1778
H -2.0801 -3.5527 -0.8581
H -1.1988 -2.8500 -2.1403
O -2.2036 -0.4247 -0.4732
Cl 0.0164 -2.4734 -0.2668
Tc 0.7909 0.9783 0.6492
P -0.5709 -0.4139 1.8579
C -1.6961 0.6301 2.9542
C -1.6135 -1.9552 2.1817
H -1.7853 -2.1792 3.2476
H 0.1505 -1.4304 4.0998
H -1.1153 -2.8338 1.7597
H 1.3966 -1.4932 2.8487
H -2.6073 0.8646 2.3937
H -2.6051 -1.9008 1.7156
C 0.6063 -0.8661 3.2707
H -1.9979 0.1589 3.9039
H 1.0895 0.0187 3.7070
H -1.2195 1.5872 3.1938
P 0.7521 0.4786 -1.7089
C 0.4627 2.0532 -2.6780
C 2.5903 0.3655 -2.1492
H 0.6140 -1.6628 -2.9588
H 0.7102 -0.3303 -4.1052
H -0.8118 -0.6496 -3.2917
C 0.2737 -0.6351 -3.1336
H 3.0170 -0.4060 -1.4987
H 2.7720 0.0575 -3.1933
H 0.7973 2.0076 -3.7266
H 0.9733 2.8869 -2.1807
H 3.1295 1.3087 -1.9678
H -0.6143 2.2543 -2.6697
C -0.6283 2.2808 0.4161
O -1.5948 2.9612 0.1501
C 4.1673 5.7525 5.6361
C 3.7693 4.9584 4.4419
C 4.2482 5.3719 3.1908
C 3.9639 4.6617 2.0913
C 3.2397 3.5009 2.2393
C 2.6905 3.0900 3.4715
C 2.9636 3.8137 4.5671
S 3.0109 2.5135 0.7646
O 2.0357 3.1433 -0.1194
O 4.2564 2.0105 0.1410
O 2.4120 1.5923 1.8765
H 5.2599 5.7158 5.7389
H 3.8892 6.8071 5.5099
H 3.7158 5.3568 6.5446
H 4.8562 6.2995 3.0872
H 4.2812 4.9396 1.0477
H 1.9924 2.1830 3.5990
H 2.5668 3.5112 5.5468